21
Properties=species:S:1:pos:R:3:forces:R:3 method="wB97M-V/def2-TZVPD" smiles="C=C(C)C.O.O.O" homo_ev=-9.651 gap_ev=10.2 e_tot_ev=-10517.1735 e_above_lowest_kj_mol=72.9 spin_multiplicity=1
O -0.48466 -1.19895 -1.90203 -0.334 -0.489 0.328
O -2.12780 -1.33680 0.52685 -0.034 0.232 -0.475
O -2.85665 1.68354 -0.58281 0.083 -0.104 -0.053
C 1.44054 0.29800 0.36256 0.433 -0.539 0.408
C 2.28249 0.87252 -0.48784 0.146 0.409 0.218
C 0.21213 0.97027 0.88064 -0.280 0.399 -0.287
C 1.70787 -1.10402 0.90316 -0.683 0.290 -0.710
H 0.28744 -0.76760 -1.52041 0.132 0.420 -0.247
H 1.63361 -1.83561 0.09701 0.142 -0.052 -0.110
H -2.67374 0.75735 -0.38118 -0.153 -0.073 0.102
H -0.97380 -0.56554 -2.43235 0.266 0.306 -0.057
H 2.13334 1.89133 -0.81510 -0.130 0.077 -0.134
H 0.08789 1.95730 0.44460 0.042 0.149 -0.116
H 3.23056 0.42813 -0.75952 -0.087 -0.259 -0.152
H -0.67362 0.39672 0.61806 -0.011 -0.011 0.221
H -2.77043 -1.94875 0.14883 0.010 -0.006 0.157
H -2.73146 2.12016 0.26433 -0.029 0.091 0.015
H 2.70613 -1.18164 1.31666 -0.013 -0.076 0.360
H 0.90164 -1.37752 1.58109 0.350 -0.057 0.425
H 0.20228 1.09885 1.96572 0.196 -0.254 -0.001
H -1.53373 -1.15774 -0.22827 -0.046 -0.452 0.108

=====

21
Properties=species:S:1:pos:R:3:forces:R:3 method="wB97M-V/def2-TZVPD" smiles="C/C=C/C.O.O.O" homo_ev=-8.904 gap_ev=9.4 e_tot_ev=-10515.1753 e_above_lowest_kj_mol=265.7 spin_multiplicity=1
O -0.42202 -2.65272 2.77224 1.516 -4.260 -1.777
O 1.61391 -1.71418 -0.40406 2.900 4.226 3.131
O 1.98027 -0.52831 1.89998 2.898 0.464 -2.337
C -0.66239 1.20931 -0.35601 0.854 0.683 -3.700
C -0.72862 -0.02499 -2.51718 -0.052 -0.241 -0.952
C -0.71129 2.46477 0.27457 -0.613 2.664 4.726
C -0.48054 1.27647 -1.69559 -0.985 -4.323 -0.267
H -1.67082 2.60475 0.92131 1.221 -0.137 -1.305
H -0.95317 -1.94202 2.83226 -2.656 4.356 0.966
H -0.90829 -3.09539 2.03051 1.104 -0.060 0.864
H -0.23866 -0.08619 -3.49861 -0.073 0.828 -0.022
H 0.06697 2.56578 1.08827 -0.407 0.099 -0.843
H 0.89840 -2.10478 -0.73799 -4.311 -2.778 -2.389
H -1.79633 -0.30731 -2.75109 0.833 0.754 0.559
H -0.62858 3.26970 -0.43545 -0.020 0.441 0.028
H -0.20324 2.08486 -2.35626 -0.374 0.741 0.754
H 2.95241 -0.80328 1.87719 -2.234 0.468 0.123
H 1.19382 -0.97233 0.16743 1.574 -1.812 -1.102
H 1.66134 -0.67538 2.74668 -0.738 -0.635 2.537
H -0.68063 0.35033 0.25760 -0.469 -1.211 0.021
H -0.28253 -0.91909 -2.11581 0.032 -0.265 0.986

=====

21
Properties=species:S:1:pos:R:3:forces:R:3 method="wB97M-V/def2-TZVPD" smiles="C=CCC.O.O.O" homo_ev=-9.681 gap_ev=10.3 e_tot_ev=-10516.8310 e_above_lowest_kj_mol=106.0 spin_multiplicity=1
O 1.58828 0.61005 2.03177 0.426 -0.088 -0.171
O 3.06263 1.21741 -0.48700 0.101 0.185 0.313
O 1.42430 -2.32652 -1.08303 -0.052 0.070 -0.025
C -1.28568 1.11547 -1.58110 0.250 -0.086 0.485
C -2.02535 -0.02976 1.51941 -0.497 -0.617 -0.764
C -1.57948 -0.64412 0.18513 0.802 -0.135 -0.736
C -0.78644 0.39092 -0.58269 -0.260 0.233 0.076
H 2.07145 -0.18796 2.27618 -0.233 -0.048 0.149
H 1.24323 -2.80904 -1.89650 -0.030 0.051 0.061
H -0.94535 -1.52879 0.32718 -0.177 0.036 0.347
H -0.85465 2.06716 -1.85982 0.320 -0.215 -0.459
H 2.18714 0.98523 1.36548 -0.184 0.086 -0.031
H 0.66978 -1.73456 -0.96655 0.122 -0.073 -0.080
H -2.20096 0.81433 -2.05763 -0.462 0.158 -0.007
H 2.32127 1.25412 -1.09721 0.136 -0.156 -0.213
H 3.81010 0.81204 -0.94000 -0.282 -0.010 -0.079
H 0.19502 0.62908 -0.17162 -0.254 0.170 0.230
H -2.42004 -0.96818 -0.43297 -0.130 0.035 0.165
H -2.39577 -0.81118 2.17574 0.137 -0.046 0.290
H -2.86889 0.62496 1.31476 0.062 0.311 0.095
H -1.21059 0.51937 1.96047 0.207 0.142 0.353

=====

21
Properties=species:S:1:pos:R:3:forces:R:3 method="wB97M-V/def2-TZVPD" smiles="C=C(C)C.O.O.O" homo_ev=-8.887 gap_ev=9.5 e_tot_ev=-10517.2698 e_above_lowest_kj_mol=63.6 spin_multiplicity=1
O -1.02159 -0.27412 1.55755 0.077 0.436 0.462
O -2.18208 -1.34763 -0.73989 0.155 0.005 -0.086
O -2.57794 1.24936 -0.14471 -0.264 -0.249 0.033
C 2.75632 -0.54068 0.71813 -0.198 -0.199 -0.319
C 1.46831 1.50250 0.00425 -0.869 -1.297 -0.153
C 1.24837 -0.62567 -1.28727 1.363 -0.144 -0.625
C 1.90741 0.05499 -0.11861 -0.049 0.497 0.527
H 1.39038 1.87161 -1.01829 0.462 0.604 0.092
H -0.55490 -0.81897 2.18946 0.207 0.009 0.261
H -2.23444 1.16516 0.75699 0.134 -0.052 -0.094
H -1.35093 -0.89408 0.90917 -0.302 -0.468 -0.651
H 3.15507 -0.09535 1.61659 0.100 0.437 -0.101
H -2.67633 -1.89307 -1.35026 -0.102 -0.127 -0.077
H 1.20138 -1.70646 -1.17454 -0.332 -0.001 0.181
H 3.09050 -1.55224 0.53766 -0.182 -0.249 0.009
H 2.04435 2.09791 0.69984 0.154 0.195 -0.142
H 0.41752 1.44312 0.32124 0.170 0.228 0.241
H -2.38534 -0.42108 -0.95207 -0.069 -0.023 0.172
H 0.28349 -0.18411 -1.51867 -0.137 -0.199 0.098
H 1.90993 -0.48044 -2.16805 -0.436 0.129 0.212
H -2.43641 2.14651 -0.42816 0.118 0.469 -0.038

=====

22
Properties=species:S:1:pos:R:3:forces:R:3 method="wB97M-V/def2-TZVPD" homo_ev=-9.667 gap_ev=10.5 e_tot_ev=-12563.8976 e_above_lowest_kj_mol=109.1 spin_multiplicity=1
O 0.77494 -2.20054 -0.46502 -0.178 0.046 -0.293
O 1.21666 1.28308 0.85900 1.041 1.270 0.940
O 2.47962 -0.91007 1.11500 0.328 0.381 0.206
O -0.89207 -1.50532 -2.53155 -0.100 0.158 0.161
C -2.06474 0.01697 0.15858 -0.050 0.181 0.071
C -0.84798 0.87311 -0.08006 -0.620 1.945 2.181
C -1.07669 2.40721 0.34426 -2.406 1.418 -2.227
C 0.05591 0.99402 1.06652 1.503 -4.093 -1.948
H -1.89057 2.75643 -0.30428 -0.324 -0.051 0.177
H -0.26618 -1.63540 -1.79181 -0.008 -0.071 -0.246
H 1.49007 -1.88292 0.12833 -0.195 0.001 0.171
H 3.23775 -0.70692 0.55429 0.027 -0.089 0.117
H -0.26825 3.04972 0.03915 0.559 -0.090 0.232
H 2.08105 -0.00924 1.28078 0.382 -0.779 -0.245
H -1.42048 2.66754 1.35071 0.270 -0.497 0.071
H 0.51956 -3.09721 -0.24498 0.182 -0.075 0.200
H -2.45288 0.22601 1.15913 -0.038 -0.082 0.001
H -0.23292 0.48595 1.99061 -0.552 0.741 0.675
H -2.86639 0.21207 -0.54575 -0.030 0.054 -0.186
H -0.36371 0.86163 -1.04549 0.109 -0.198 0.011
H -0.39451 -1.69263 -3.32986 0.077 -0.028 -0.009
H -1.80486 -1.03473 0.10200 0.023 -0.142 -0.060

=====

22
Properties=species:S:1:pos:R:3:forces:R:3 method="wB97M-V/def2-TZVPD" homo_ev="-14.154 / -14.153" gap_ev="8.1 / 4.2" e_tot_ev=-12554.7307 total_charge=+1 e_above_lowest_kj_mol=97.1 spin_multiplicity=2
O -2.22653 -0.05582 -1.03242 0.049 0.383 0.141
O 0.54968 -1.25713 -2.13704 -0.694 0.966 0.783
O 2.78787 0.17196 -1.50540 -0.387 -0.364 -0.133
O 0.81427 2.19954 -1.43987 -1.375 -0.638 0.517
C -0.51644 -0.59329 1.09625 -1.317 -0.743 0.284
C 0.03854 -0.90208 2.49827 -1.071 0.204 -0.865
C -1.49674 0.60953 1.16054 2.443 0.034 0.037
C -2.04812 0.81983 -0.24346 -0.564 -0.444 0.079
H -1.12709 -1.45292 0.80229 0.137 -0.166 -0.168
H -2.26885 0.58998 1.92962 -0.399 -0.157 -0.315
H -0.80155 -1.34559 3.03634 0.267 -0.164 0.222
H 0.21501 -0.47304 0.29614 0.227 0.284 0.304
H -0.35670 -0.91969 -2.05508 0.508 -0.291 -0.366
H 0.48883 -2.03762 -2.66261 -0.065 -0.959 -0.697
H -2.34335 1.83334 -0.59243 0.102 0.363 0.020
H 0.90750 1.29113 -1.07828 1.060 1.171 -0.584
H 0.30977 -0.00373 3.04718 0.602 -0.081 -0.041
H 1.67289 2.57974 -1.65199 0.173 -0.590 0.202
H 0.82021 -1.63906 2.34940 0.314 0.153 0.492
H 2.07690 -0.28456 -1.99579 0.336 0.320 0.094
H 3.32090 -0.56976 -1.20662 0.311 0.101 0.150
H -0.81700 1.43923 1.38495 -0.656 0.618 -0.156

=====

23
Properties=species:S:1:pos:R:3:forces:R:3 method="wB97M-V/def2-TZVPD" smiles=OCCO.OCCO.O homo_ev=-10.339 gap_ev=10.9 e_tot_ev=-14611.1366 e_above_lowest_kj_mol=146.3 spin_multiplicity=1
O -0.72064 0.23189 -1.63623 -1.037 0.672 -1.595
O 1.39779 -1.65343 -0.19226 -1.531 0.749 1.763
O -0.94719 -1.70328 3.56606 0.074 0.428 -0.357
O -0.05064 0.02308 1.62988 -0.724 0.210 -0.453
O 2.18786 0.31323 -2.82975 0.189 -0.325 0.101
C 1.17244 1.28269 -2.85004 -0.213 0.981 -0.581
C 0.29910 1.22300 -1.66353 -1.366 -1.027 1.757
C -1.85719 -0.84134 2.88164 -0.145 1.033 1.876
C -1.42901 -0.51141 1.48599 1.638 -0.854 -0.207
H 0.49597 1.14331 -3.71769 0.461 0.283 0.097
H -1.25851 -1.45706 0.91282 -0.435 0.776 0.292
H 2.07030 -1.31548 -0.73976 1.425 0.455 -1.431
H -0.26497 2.12513 -1.50695 0.171 0.868 -0.299
H -1.97702 0.10876 3.48122 0.326 -0.524 -0.619
H -2.09830 0.17261 0.95320 0.239 -0.134 0.120
H -0.39264 -0.50187 -1.15783 0.655 -1.468 0.559
H 0.77791 0.98431 -0.73187 1.384 0.700 0.337
H -2.83816 -1.28144 2.99093 -0.231 -0.473 -0.529
H -0.04206 0.97954 1.50290 -0.239 -0.135 0.086
H -0.09924 -1.23081 3.64239 -0.457 -0.257 -0.199
H 1.21757 -0.88090 0.41036 -0.038 -1.206 -0.342
H 1.62535 2.30366 -2.82938 -0.318 -0.509 -0.369
H 2.73128 0.48579 -3.60208 0.170 -0.241 -0.005

=====

22
Properties=species:S:1:pos:R:3:forces:R:3 method="wB97M-V/def2-TZVPD" smiles=C[NH2+]CBC[NH2+]C homo_ev=-20.427 gap_ev=12.5 e_tot_ev=-8028.8047 total_charge=+2 e_above_lowest_kj_mol=96.6 spin_multiplicity=1
N 2.63497 1.28264 -0.30910 0.050 -2.952 -1.122
N -2.27537 -1.04719 0.46599 1.318 0.853 1.929
C 2.16040 2.59569 0.02873 -2.759 1.809 -1.989
C -1.14264 -0.71952 -0.38636 0.132 2.193 -4.887
C -2.71847 -2.42366 0.42489 -1.270 -2.815 1.686
C 1.43190 -0.02617 -0.29579 2.643 0.937 -0.328
B -0.02477 0.27017 0.10008 -0.237 0.288 0.736
H -1.96816 -3.13052 0.06066 0.080 0.565 -0.164
H 2.97995 1.30521 -1.33404 -0.644 -0.287 2.058
H -3.06209 -0.38591 0.47596 0.290 -0.097 -0.190
H -0.28720 1.16862 0.86239 -0.057 -0.417 -0.270
H -1.71595 -0.88274 1.29024 -1.223 -0.150 1.574
H 2.14565 2.76683 1.04681 -0.214 -0.058 2.248
H 1.73494 -0.83519 0.42328 0.208 0.866 -0.263
H -1.51385 0.00678 -1.24832 0.430 -0.659 1.371
H 1.65116 -0.44545 -1.27485 -0.218 -0.045 -0.076
H -0.93512 -1.51549 -1.10989 0.379 -0.428 0.814
H -3.57473 -2.42048 -0.21021 -0.567 -0.464 -0.549
H 3.51244 1.15097 0.29521 -1.593 -0.597 -1.043
H 1.10671 2.91611 -0.39950 2.251 -1.023 0.584
H 2.90087 3.24957 -0.35434 0.491 1.045 -0.519
H -3.04065 -2.88026 1.44817 0.510 1.435 -1.600